Entry 1:
Molecular formula: C22H32N2O3
Method: DFT, ωB97M-V/def2-TZVPD

The geometry in ORCA input format:
```
! wB97M-V def2-TZVPD RIJCOSX def2/J DEFGRID3
* xyz 0 1
O -1.4041 -1.7915 -0.0885
O -3.8185 0.5655 3.3295
O 0.7812 0.5671 1.8436
N -1.0943 0.3434 3.0637
N 0.5902 -2.3780 0.7753
C 0.0159 0.5263 -1.2391
C 1.2794 2.3026 -4.9520
C -4.5119 -0.5496 2.7902
C 0.1063 -0.0761 2.6222
C 1.9495 -1.7858 2.7253
C 0.5082 -0.7548 -1.0250
C -3.4060 0.5014 0.9942
C -4.6834 -0.2749 1.2990
C -3.1994 1.3087 2.2787
C 2.3383 1.9027 -3.9147
C 2.8347 3.1497 -3.1695
C -0.0597 -3.2829 1.6966
C 3.5264 1.2878 -4.6595
C 0.5635 -1.3995 3.2503
C -0.4270 -2.5515 2.9967
C 1.9173 -1.9918 1.1990
C 1.7128 0.9454 -2.9125
C 2.1777 -0.3491 -2.7118
C -0.1885 -1.6555 -0.0692
C 0.6189 1.3616 -2.1566
C 1.5904 -1.1868 -1.7807
C -1.7285 1.5646 2.6364
H -1.4425 -2.1643 2.9120
H 0.6314 -4.1070 1.8943
H 3.0113 -0.7281 -3.2805
H 1.7125 2.9754 -5.6893
H 3.5695 2.8699 -2.4175
H -1.6232 -0.1886 3.7378
H -1.6811 2.3032 3.4457
H 0.2205 2.3567 -2.2851
H -0.8362 0.8643 -0.6704
H 0.6298 -1.2165 4.3292
H -1.1803 1.9460 1.7730
H 3.3002 3.8428 -3.8673
H -5.5636 0.3466 1.1279
H 2.1849 -1.0615 0.7003
H -0.4031 -3.2562 3.8299
H -0.9548 -3.6765 1.2124
H 2.6626 -0.9962 2.9599
H -3.9196 -1.4632 2.9462
H 3.9333 2.0174 -5.3569
H 4.3180 1.0062 -3.9690
H -5.4577 -0.6512 3.3280
H -3.4981 1.1436 0.1215
H 2.0187 3.6646 -2.6709
H -3.7094 2.2819 2.2072
H -4.7669 -1.1886 0.7171
H 3.2213 0.4134 -5.2297
H 0.4373 2.8057 -4.4853
H 1.9665 -2.1923 -1.6553
H -2.5830 -0.1964 0.8366
H 2.2705 -2.6989 3.2303
H 0.9058 1.4199 -5.4670
H 2.6355 -2.7711 0.9136
*
```

Results
HOMO-LUMO gap: 0.3538 Ha
HOMO level: -8.847 eV
SMILES: CC(C)(C)c1ccc(C(=O)N2CCC(C(=O)NC[C@H]3CCCO3)CC2)cc1
Energy relative to the best compared isomer or geometry (same formula, charge and spin): 0.0955 eV



Entry 2:
Molecular formula: C16H54O11
Method: DFT, ωB97M-V/def2-TZVPD

The geometry in ORCA input format:
```
! wB97M-V def2-TZVPD RIJCOSX def2/J DEFGRID3
* xyz 0 1
O 6.3035 -4.7358 -2.3313
O -6.0248 -6.7615 7.0461
O -6.4247 2.5464 -3.5843
O 3.1196 -5.8476 -6.6208
O 0.3063 7.8484 -2.4950
O -3.7873 2.0079 7.1520
O -5.3117 -1.0725 0.0759
O -0.5665 5.7170 6.9788
O 8.8448 5.3758 -1.2896
O -1.4840 0.5415 2.3282
O 0.7832 -7.0951 2.2485
C 0.3540 -5.7630 1.8778
C -1.0267 8.0792 -0.6788
C 6.8430 5.1381 0.0348
C 8.2519 4.6930 -0.1904
C -5.8602 3.3858 -4.5667
C 0.0566 0.9190 0.5000
C 0.8581 -5.1147 -6.5601
C 5.7368 -2.4476 -1.6792
C -6.0838 -5.6051 7.8054
C -4.4196 3.0053 -4.6824
C 6.7792 -3.3925 -2.3342
C 1.8225 -6.3172 -6.5771
C -0.9613 1.5286 1.4342
C -5.1586 -4.5250 7.0720
C -0.6243 -5.9076 0.7114
C -0.1524 8.8352 -1.6634
H 3.1509 -5.0804 -7.1970
H 5.9984 -4.9191 -3.2229
H 1.6980 -6.9000 -7.4897
H -1.2949 -6.7613 0.8093
H -3.4480 1.8760 8.0372
H -5.7074 -5.7588 8.8168
H -1.9361 7.7402 -1.1749
H -1.3837 6.1989 7.1060
H 1.2526 -5.1523 1.7905
H -0.6414 9.6897 -2.1310
H -0.5558 7.2214 -0.1987
H 5.7170 -2.6275 -0.6043
H -5.9631 4.4081 -4.2029
H 7.7281 -3.3371 -1.8007
H 0.9293 0.7010 1.1157
H 0.5159 8.2626 -3.3353
H -4.2280 2.1779 -5.3656
H -5.6437 -0.3713 -0.4848
H 6.2031 5.0053 -0.8375
H -0.0575 -6.1232 -0.1943
H -4.1288 -4.8492 6.9221
H 0.3501 -7.3659 3.0613
H 1.7330 -6.9749 -5.7125
H -1.7447 2.0632 0.8970
H -4.5455 -0.6932 0.5064
H 9.3962 6.1141 -1.0207
H -0.8390 4.8051 6.8766
H -7.2735 2.9224 -3.3397
H -5.1732 -3.5474 7.5538
H 6.9509 -3.1555 -3.3842
H -0.1758 -5.4596 -6.5455
H 0.4430 1.6663 -0.1931
H -0.2272 -5.2738 2.6595
H -3.9454 3.8728 -5.1414
H 8.2398 3.6074 -0.2872
H -0.4199 2.2764 2.0136
H -7.1101 -5.2548 7.6957
H -1.7305 0.8942 3.1863
H 8.8172 4.9806 0.6961
H -3.8380 2.7605 -3.7936
H -1.2648 -5.0472 0.5180
H 4.7503 -2.5652 -2.1274
H -6.6417 -6.6641 6.3170
H 1.0053 -4.5654 -5.6302
H 5.9623 -1.3963 -1.8582
H -0.2231 -0.0024 -0.0107
H 6.8608 6.1934 0.3072
H -6.3618 3.2227 -5.5206
H -5.5094 -4.3670 6.0522
H 0.7071 9.2201 -1.1145
H -4.6874 2.3065 7.2820
H 1.0525 -4.4170 -7.3747
H -1.3090 8.7225 0.1546
H 6.3730 4.6847 0.9076
*
```

Results
HOMO-LUMO gap: 0.3792 Ha
HOMO level: -10.019 eV
SMILES: CCO.CCO.CCO.CCO.CCO.CCO.CCO.CCO.O.O.O
Energy relative to the best compared isomer or geometry (same formula, charge and spin): 3.6263 eV



Entry 3:
Molecular formula: C13H16BrEuFN2O5
Method: DFT, ωB97M-V/def2-TZVPD

The geometry in ORCA input format:
```
! wB97M-V def2-TZVPD RIJCOSX def2/J DEFGRID3
* xyz 3 7
Eu -4.8163 -3.3682 -1.3628
Br 2.6076 -2.2438 4.9404
F -0.2274 -2.8716 3.4737
O 1.3981 -1.1208 -0.4245
O -4.0326 -1.5236 -0.2996
O -3.9165 -0.3016 1.6122
O 2.4450 -0.3071 3.0376
O -0.3394 0.6875 -1.5802
N -1.6668 -1.9428 2.1124
N -0.4403 -2.2250 2.3221
C -0.2722 3.0798 -1.8179
C 2.8595 0.5323 -1.4241
C 0.6100 -1.9840 1.5870
C 1.9652 -2.3797 2.0324
C -0.7529 1.6829 -2.4253
C -1.3377 -0.2294 -1.1581
C 2.2421 0.0600 -0.1370
C -1.9137 -1.3542 0.9831
C -1.3197 3.5039 -0.7545
C -3.3974 -1.0228 0.7549
C -0.9336 -0.9889 0.0733
C 2.3469 -1.4687 3.2272
C 0.3610 -1.3284 0.3702
H -0.1835 3.7978 -2.6223
H 2.1676 1.0687 -2.0585
H 3.2317 -0.3032 -2.0016
H -1.9812 2.6692 -0.5350
H -1.8907 4.3486 -1.1111
H -1.8246 1.6926 -2.5815
H 3.0672 -0.2683 0.4784
H -0.1954 1.5477 -3.3727
H -2.2336 0.3438 -0.9232
H 3.6845 1.2003 -1.2176
H 2.6817 -2.1701 1.2526
H -0.8032 3.7302 0.1710
H 2.0246 -3.4339 2.2777
H 0.6728 2.9638 -1.3127
H 1.6966 0.8406 0.3817
H -1.5835 -0.9139 -1.9675
*
```

Results
⟨S²⟩: 12.011
HOMO-LUMO gap (alpha / beta): 0.2530 / 0.1398 Ha
HOMO level (alpha / beta): -17.779 / -17.779 eV



Entry 4:
Molecular formula: C32H40N8
Method: DFT, ωB97M-V/def2-TZVPD

The geometry in ORCA input format:
```
! wB97M-V def2-TZVPD RIJCOSX def2/J DEFGRID3
* xyz 0 1
N -9.2166 8.7683 20.7042
N -7.1059 12.8531 16.9432
N -13.3191 6.2530 18.4935
N -13.8344 6.0660 22.9958
N -6.3662 6.7440 22.2574
N -7.9288 12.8289 25.3049
N -8.1645 15.8651 19.4216
N -15.1960 10.3710 18.2751
C -12.9407 8.0327 22.5224
C -5.8448 12.9314 24.4746
C -9.8642 10.3662 19.3931
C -6.7412 8.0190 22.3302
C -15.9927 10.4875 20.3945
C -10.4825 8.3871 20.2582
C -14.4025 11.2057 19.0738
C -6.9841 6.0253 23.2980
C -7.9263 12.3550 24.0269
C -6.2000 11.3045 15.6965
C -14.6999 6.7729 22.2104
C -14.1674 7.9765 21.8662
C -15.0357 4.9050 18.4341
C -8.0790 16.0675 18.0268
C -7.0204 11.7361 17.7578
C -14.1437 5.4811 19.2865
C -9.3533 14.3002 18.4266
C -7.8217 6.8950 23.8938
C -14.9052 11.3061 20.3383
C -7.5477 8.2069 23.3950
C -8.8535 10.0319 20.3337
C -6.5799 12.2680 23.5698
C -14.5675 5.0648 17.1006
C -12.8626 6.9278 23.2866
C -6.6989 13.2261 25.5338
C -10.8538 9.4095 19.4011
C -16.1754 9.8487 19.1757
C -13.4528 5.8837 17.2021
C -6.3815 10.7033 16.9670
C -8.9309 15.1667 17.4155
C -8.9348 14.8094 19.6574
C -6.6416 12.6559 15.7304
H -14.1292 5.6545 20.3523
H -7.4825 16.9236 17.7478
H -14.5575 11.7851 21.2417
H -11.7703 9.5969 18.8613
H -5.6548 6.4109 21.6225
H -8.0374 9.0800 23.8002
H -7.4343 11.8052 18.7530
H -6.4620 13.7913 26.4231
H -13.4758 11.6258 18.7119
H -6.2411 11.9059 22.6104
H -14.9725 10.1680 17.3113
H -10.0602 13.4843 18.4595
H -4.8291 13.2577 24.3063
H -15.9350 4.4603 18.8341
H -16.9894 9.3832 18.6399
H -14.7219 8.6825 21.2658
H -9.9510 11.3913 19.0646
H -5.7295 10.8728 14.8255
H -12.6247 6.9186 18.8015
H -13.9229 5.1039 23.2902
H -6.7203 4.9883 23.4446
H -12.3149 8.9128 22.5379
H -8.5480 6.6991 24.6687
H -16.6856 10.4705 21.2227
H -10.8502 7.4022 20.5054
H -8.7428 8.2461 21.4274
H -9.2268 15.0310 16.3858
H -14.8981 4.5777 16.1952
H -12.8860 6.2933 16.3791
H -6.2154 9.6800 17.2697
H -8.0344 10.4733 20.8821
H -12.0791 6.6462 23.9745
H -7.6991 16.3174 20.1954
H -6.5217 13.4105 14.9671
H -7.5605 13.6761 17.3122
H -9.1750 14.4130 20.6328
H -8.7921 12.9362 25.8180
H -15.6189 6.2461 21.9998
H -6.2510 8.7178 21.6685
H -8.8200 12.1284 23.4644
*
```

Results
HOMO-LUMO gap: 0.2928 Ha
HOMO level: -7.453 eV
SMILES: c1cc[nH]c1.c1cc[nH]c1.c1cc[nH]c1.c1cc[nH]c1.c1cc[nH]c1.c1cc[nH]c1.c1cc[nH]c1.c1cc[nH]c1
Energy relative to the best compared isomer or geometry (same formula, charge and spin): 4.1679 eV



Entry 5:
Molecular formula: BCsF4
Method: DFT, ωB97M-V/def2-TZVPD

The geometry in ORCA input format:
```
! wB97M-V def2-TZVPD RIJCOSX def2/J DEFGRID3
* xyz 0 1
Cs -2.5372 2.8931 -2.7995
F 1.4268 0.3521 0.3543
F 0.2078 -1.3251 -0.5198
F 0.9558 -1.4659 1.4624
F -0.5759 0.1225 0.9329
B 0.5227 -0.5768 0.5697
*
```

Results
HOMO-LUMO gap: 0.2748 Ha
HOMO level: -9.410 eV
Energy relative to the best compared isomer or geometry (same formula, charge and spin): 2.2941 eV



Entry 6:
Molecular formula: C15H7Cl2F7INO2
Method: DFT, ωB97M-V/def2-TZVPD

The geometry in ORCA input format:
```
! wB97M-V def2-TZVPD RIJCOSX def2/J DEFGRID3
* xyz 0 1
I 0.4182 3.9681 3.3128
Cl -2.7033 -4.9275 -0.9780
Cl -4.7116 -3.0897 0.1284
F -1.7509 1.6394 2.6526
F 1.0756 -1.3311 2.7253
F -1.7820 -0.7855 1.3108
F -0.3638 -2.7714 1.9723
F -0.3632 -2.2169 4.0729
F -2.2147 -0.7159 3.4324
F -0.1055 0.8809 3.9008
O 2.5582 4.0631 1.0380
O 0.8598 -0.5733 0.4397
N 1.0095 -0.2505 -4.7721
C 0.6343 0.9992 -4.5044
C 0.3264 1.4055 1.6244
C 1.2056 1.4039 -0.7944
C -0.1870 -1.7617 2.8322
C 1.5213 -0.5389 -2.4272
C 1.4385 -0.9919 -3.7522
C 1.7732 3.2087 0.7473
C 1.6850 2.6382 -0.6134
C -1.2223 -0.6160 2.5234
C -0.6501 0.8300 2.6539
C 1.1364 0.7826 -2.1452
C 0.6733 1.5652 -3.2248
C 0.8147 2.6468 1.7691
C -3.0162 -3.5943 0.1401
C 0.7758 0.6222 0.4177
H 1.7370 -2.0095 -3.9857
H 1.8858 -1.1964 -1.6486
H -2.7654 -3.9225 1.1413
H -2.4060 -2.7501 -0.1555
H 0.3246 2.5805 -3.0699
H 0.2727 1.5852 -5.3453
H 2.1164 3.2234 -1.4187
*
```

Results
HOMO-LUMO gap: 0.2927 Ha
HOMO level: -10.105 eV
SMILES: O=C1C=C(c2ccncc2)C(=O)C(C(F)(F)C(F)(F)C(F)(F)F)=C1I.ClCCl



Entry 7:
Molecular formula: C4H6N3O2S
Method: DFT, ωB97M-V/def2-TZVPD

The geometry in ORCA input format:
```
! wB97M-V def2-TZVPD RIJCOSX def2/J DEFGRID3
* xyz -1 1
S 2.8111 -0.5895 0.2808
O 3.6953 -1.0230 -0.8189
O 2.6510 0.9614 0.2332
N -1.0483 -1.5835 0.3405
N -1.1285 -0.2859 0.0029
N 0.4000 1.5707 -0.5802
C 1.0480 -0.9306 -0.1319
C -2.3672 0.4885 0.0865
C 0.2275 -1.9690 0.2934
C 0.0465 0.3333 -0.2837
H -0.2923 2.2987 -0.3061
H -2.2724 1.3636 0.8437
H -2.6013 0.8806 -0.8649
H -3.1280 -0.1771 0.3673
H 0.4635 -2.9155 0.7842
H 1.4950 1.5772 -0.2468
*
```

Results
HOMO-LUMO gap: 0.2523 Ha
HOMO level: -3.442 eV
Energy relative to the best compared isomer or geometry (same formula, charge and spin): 0.9310 eV



Entry 8:
Molecular formula: C22H43Cl3HfNOP
Method: DFT, ωB97M-V/def2-TZVPD

The geometry in ORCA input format:
```
! wB97M-V def2-TZVPD RIJCOSX def2/J DEFGRID3
* xyz -2 1
Hf -0.9899 -0.3732 0.8941
Cl -2.4199 -3.2414 0.2363
Cl 0.6499 -2.2167 0.6657
Cl -3.2763 0.2443 1.0638
P 0.1210 0.3815 4.1351
O -0.0549 1.2771 0.5235
N -0.5244 -0.1157 2.7382
C 0.7392 1.1929 -2.2924
C 2.6612 -0.4264 3.2706
C 0.7378 -2.2170 4.9017
C 0.7852 -2.5203 -2.8175
C 2.8992 -0.2232 -2.1250
C 2.2023 1.9638 3.1496
C -0.7972 -0.4867 -2.6097
C -0.9199 1.8997 4.4967
C -0.6485 0.9265 -2.3913
C 1.4415 -0.0425 -2.4168
C 1.9566 0.7267 4.0241
C 1.3666 2.5071 -1.9754
C -2.3736 1.4035 4.5115
C -1.7532 1.9114 -2.2157
C -2.0934 -1.2080 -2.7332
C -0.3359 -1.1573 5.1400
C -0.4960 -0.7755 6.6007
C -0.8163 2.8426 3.2835
C 2.5894 0.9067 5.4227
C 0.4950 -1.0693 -2.6643
C -1.6338 -1.7485 4.5381
C -0.5089 2.5824 5.7997
H 0.8572 -2.7880 -3.8670
H 2.7293 -1.3520 3.8564
H -0.0020 -3.1212 -2.3700
H -2.6194 0.7531 5.3585
H 0.3902 -3.1522 5.3690
H -1.4775 -2.0491 3.4908
H -2.9321 -0.5424 -2.4636
H 2.1962 1.7739 5.9697
H 1.7205 -2.7806 -2.3309
H 0.4530 3.0959 5.7009
H 1.7568 2.8805 3.5580
H 3.0751 -1.1251 -1.5084
H 0.3919 -0.2988 7.0267
H -2.5995 1.4322 -1.7185
H -1.4168 2.7078 -1.5488
H 1.6969 3.0892 -2.8425
H -2.2784 -1.5841 -3.7538
H -1.5226 3.6793 3.4258
H 1.8614 1.7650 2.1178
H -1.3659 -0.1347 6.7706
H 2.2468 2.3403 -1.3412
H -0.7048 -1.6951 7.1519
H -2.1316 2.3858 -3.1329
H 0.6668 3.1355 -1.4193
H 3.5070 -0.3125 -3.0286
H 1.6909 -1.9711 5.3763
H 3.6994 -0.1127 3.0753
H 0.3125 2.1697 0.7470
H 0.8443 -2.4144 3.8227
H 2.5078 0.0139 6.0612
H 0.1926 3.2563 3.1361
H -3.0606 2.2659 4.5562
H -1.9079 -2.6703 5.0723
H 2.1587 -0.6313 2.3049
H -0.4848 1.8962 6.6528
H -2.1566 -2.0648 -2.0241
H -1.2645 3.3521 6.0001
H -2.5789 0.9022 3.5523
H 3.2889 2.1204 3.0880
H 3.6684 1.0730 5.2705
H -1.1636 2.3025 2.4045
H 3.2898 0.6471 -1.5628
H -2.4853 -1.0637 4.6027
*
```

Results
HOMO-LUMO gap: 0.1333 Ha
HOMO level: 0.304 eV
Energy relative to the best compared isomer or geometry (same formula, charge and spin): 0.2188 eV



Asked for energy across the records above, the calculation gives -1192.79694 -1469.45503 -4373.53550 -1681.21367 -444.63568 -2698.14723 -868.93803 -2764.22104 hartree in order.
Asked for largest force on an atom across the records above, the calculation gives 0.75 3.26 3.58 4.25 4.78 0.76 7.34 5.44 eV/Å in order.